{
  "formula": "C24H46CaNO6Si2",
  "method": "ωB97M-V/def2-TZVPD",
  "de_lowest_ev": 0.045,
  "gap_ha": 0.2886,
  "energy_ev": -73601.3018,
  "charge": 1,
  "elements": ["Ca", "C", "C", "O", "C", "C", "O", "C", "C", "O", "C", "C", "O", "C", "C", "O", "C", "C", "O", "H", "H", "H", "H", "H", "H", "H", "H", "H", "H", "H", "H", "H", "H", "H", "H", "H", "H", "H", "H", "H", "H", "H", "H", "C", "Si", "C", "C", "C", "C", "C", "C", "C", "C", "N", "Si", "C", "C", "C", "H", "H", "H", "H", "H", "H", "H", "H", "H", "H", "H", "H", "H", "H", "H", "H", "H", "H", "H", "H", "H", "H"],
  "positions_angstrom": [[-0.0051, -0.2978, -0.5751], [0.0271, 2.2139, 2.6021], [1.4945, 1.8976, 2.3786], [1.7025, 0.8129, 1.4748], [1.9845, -0.4252, 2.1205], [0.7499, -0.9808, 2.8018], [-0.3360, -0.7962, 1.9010], [-1.5485, -1.4541, 2.2458], [-2.6626, -0.6143, 1.6864], [-2.4633, -0.5078, 0.2771], [-3.2934, 0.5032, -0.2951], [-3.1382, 0.4079, -1.7876], [-1.7483, 0.4563, -2.1078], [-1.3121, 1.4941, -2.9895], [-0.9019, 2.6931, -2.1858], [0.1020, 2.2417, -1.2798], [0.6100, 3.2810, -0.4513], [-0.3448, 3.5808, 0.6877], [-0.6897, 2.3980, 1.3931], [-0.0438, 3.1117, 3.2281], [-0.4800, 1.4063, 3.1238], [1.9715, 1.6851, 3.3406], [2.0128, 2.7623, 1.9622], [2.7974, -0.3060, 2.8426], [2.3270, -1.1015, 1.3392], [0.5273, -0.4621, 3.7409], [0.9002, -2.0390, 3.0326], [-1.6535, -1.5328, 3.3318], [-1.5578, -2.4615, 1.8183], [-2.6348, 0.3881, 2.1264], [-3.6355, -1.0711, 1.8906], [-2.9724, 1.4790, 0.0879], [-4.3385, 0.3386, -0.0134], [-3.6781, 1.2204, -2.2783], [-3.5276, -0.5436, -2.1559], [-2.0892, 1.7327, -3.7181], [-0.4535, 1.0932, -3.5228], [-1.7513, 3.1162, -1.6384], [-0.4920, 3.4685, -2.8419], [0.7862, 4.1833, -1.0465], [1.5746, 2.9241, -0.0956], [-1.2761, 4.0062, 0.3095], [0.0984, 4.3278, 1.3544], [4.0305, -1.1773, -4.0261], [2.7487, -0.3679, -2.9135], [3.6710, 0.1878, -1.3660], [2.2369, 1.2023, -3.8141], [1.3006, -1.3831, -2.3648], [1.6783, -2.4385, -1.3778], [2.7011, -3.3893, -1.5623], [2.8977, -4.4001, -0.6505], [2.0681, -4.4873, 0.4675], [1.1087, -3.5156, 0.6184], [0.9327, -2.5047, -0.2429], [0.2275, -2.2641, -3.6017], [-0.6345, -1.1728, -4.8697], [-1.1231, -3.1989, -2.6788], [1.1453, -3.5353, -4.6354], [4.7727, -0.4242, -4.3070], [3.5931, -1.5636, -4.9486], [4.5730, -1.9927, -3.5454], [4.5470, 0.7919, -1.6146], [4.0239, -0.6704, -0.7855], [3.0412, 0.7949, -0.7072], [3.1343, 1.7224, -4.1591], [1.6956, 1.8871, -3.1587], [1.6249, 1.0049, -4.6955], [3.3011, -3.3388, -2.4589], [3.6747, -5.1363, -0.8130], [2.1630, -5.2858, 1.1892], [0.4376, -3.5357, 1.4707], [-1.5007, -0.6568, -4.4576], [-0.9957, -1.8189, -5.6738], [0.0280, -0.4400, -5.3317], [-1.6946, -2.5658, -1.9900], [-0.7108, -4.0227, -2.0908], [-1.8367, -3.6248, -3.3892], [1.9102, -3.0740, -5.2630], [0.4393, -4.0424, -5.2991], [1.6299, -4.3042, -4.0299]],
  "atomic_forces_ev_per_a": [[-0.2389, 0.4790, 0.4574], [-0.0428, 0.0227, -0.0003], [0.0978, -0.0331, -0.0128], [-0.0350, -0.0038, 0.0458], [0.0630, 0.0651, -0.0143], [-0.1042, -0.0629, 0.0070], [0.0936, -0.0767, -0.0338], [0.0528, 0.0245, 0.0624], [-0.0463, -0.0208, -0.1186], [0.0548, 0.0798, 0.0704], [-0.0273, -0.0970, 0.0841], [0.0774, 0.0060, -0.1159], [-0.0047, -0.0525, -0.0598], [-0.0609, -0.1407, -0.0177], [0.0600, 0.0597, -0.0008], [-0.0964, -0.0429, -0.0078], [0.0870, -0.0275, -0.0662], [-0.0083, 0.0194, 0.0283], [-0.0039, -0.0033, 0.0161], [0.0126, 0.0061, -0.0091], [0.0128, -0.0419, -0.0059], [-0.0262, -0.0102, 0.0093], [-0.0156, 0.0083, -0.0199], [-0.0217, -0.0052, 0.0219], [-0.0196, 0.0049, -0.0286], [0.0194, 0.0161, 0.0081], [0.0175, 0.0090, -0.0070], [-0.0056, 0.0263, -0.0037], [-0.0284, 0.0010, -0.0079], [0.0091, -0.0118, 0.0299], [0.0075, -0.0006, 0.0117], [-0.0107, 0.0169, -0.0360], [0.0061, -0.0083, -0.0114], [0.0005, 0.0078, 0.0214], [-0.0254, -0.0003, 0.0262], [-0.0057, 0.0425, 0.0269], [0.0292, 0.0098, 0.0037], [-0.0095, -0.0172, -0.0120], [0.0041, -0.0166, -0.0004], [-0.0184, 0.0052, 0.0065], [-0.0182, -0.0065, 0.0447], [0.0067, -0.0049, -0.0215], [0.0088, -0.0107, 0.0012], [0.0752, 0.0490, -0.0634], [-0.0489, -0.0669, -0.0229], [0.0331, 0.0121, 0.0875], [-0.0041, 0.0563, -0.0312], [0.2842, -0.2242, -0.0094], [-0.1203, 0.0935, 0.0781], [0.0462, 0.0207, -0.0477], [-0.0032, -0.0208, 0.0391], [0.0057, 0.0062, -0.0014], [-0.0011, 0.0669, 0.0201], [-0.0593, -0.1335, -0.3132], [0.0378, 0.1386, -0.0134], [0.0071, -0.0019, -0.0420], [-0.0934, -0.0448, 0.0354], [-0.0002, -0.1301, 0.0081], [0.0112, -0.0280, -0.0159], [-0.0017, 0.0043, 0.0016], [-0.0050, -0.0115, 0.0049], [-0.0023, -0.0137, -0.0292], [0.0023, 0.0110, -0.0023], [-0.0092, -0.0007, 0.0202], [0.0033, -0.0097, -0.0002], [-0.0070, -0.0153, -0.0050], [-0.0227, 0.0003, -0.0367], [0.0087, 0.0130, 0.0023], [-0.0012, -0.0023, -0.0051], [0.0068, -0.0024, -0.0034], [0.0090, -0.0303, -0.0048], [-0.0251, 0.0127, -0.0045], [-0.0132, -0.0084, 0.0126], [0.0118, 0.0421, -0.0088], [0.0167, 0.0262, -0.0164], [-0.0083, -0.0059, -0.0097], [0.0099, -0.0232, 0.0027], [-0.0086, 0.0113, 0.0021], [0.0163, -0.0130, 0.0018], [0.0024, 0.0077, -0.0012]],
  "mulliken_charge": [1.55, -0.70, -0.71, -0.16, -0.65, -1.01, 0.72, -0.92, -0.84, -0.23, -0.59, -1.00, 0.35, -0.38, -1.11, 0.58, -0.93, -0.79, -0.23, 0.49, 0.18, 0.52, 0.41, 0.56, -0.04, 0.53, 0.54, 0.48, 0.32, 0.36, 0.43, 0.17, 0.53, 0.51, 0.29, 0.55, -0.42, 0.33, 0.45, 0.50, 0.27, 0.39, 0.53, -1.25, -0.22, -0.81, -0.80, 1.86, -1.27, -0.51, -1.04, -1.00, -0.54, 0.50, 0.26, -1.05, -0.94, -1.31, 0.43, 0.36, 0.37, 0.57, 0.29, -0.05, 0.53, -0.17, 0.35, 0.54, 0.48, 0.47, 0.26, 0.02, 0.56, 0.37, 0.07, 0.27, 0.45, 0.36, 0.40, 0.34]
}